Entry 1:
Computed, not measured: a single H4NPS2 molecule in a non-equilibrium geometry, with wB97M-V/def2-TZVPD.

The geometry in XYZ format:
```
8
Properties=species:S:1:pos:R:3:forces:R:3:lowdin_charge:R:1
N 1.30782 -0.30655 -0.45599 1.2 1.9 1.2 -0.348
P -0.30938 -0.24632 -0.24463 -1.6 0.1 1.3 0.269
S -0.40313 -0.76776 1.97594 0.1 0.7 -1.5 0.258
S -0.66018 1.87227 0.15746 -0.5 0.5 -0.6 0.227
H 1.80584 0.52000 -0.12633 0.0 -0.4 0.2 0.029
H 1.80911 -0.67280 -1.20934 0.1 -1.0 -1.5 0.013
H -1.09295 -1.79065 1.50990 -0.3 -0.7 0.3 -0.273
H -1.47462 2.40208 -0.86092 0.9 -1.1 0.7 -0.175
```
Positions in Å, forces in eV/Å.

Results
Lowest unoccupied orbital energy in eV: 0.6
Frontier orbital gap in eV: 9.58
SMILES: NP(S)S
Relative energy (zero: lowest compared OMol25 entry of this formula, charge and spin) in kcal/mol: 5.3

Entry 2:
Computed, not measured: a molecular structure, C22H27GaI2NO11S in a non-equilibrium geometry, with wB97M-V/def2-TZVPD.

The geometry in XYZ format:
```
65
Properties=species:S:1:pos:R:3:forces:R:3:lowdin_charge:R:1
C -1.73785 1.16268 0.08588 0.6 0.1 1.6 -0.105
C -2.69839 0.08290 0.61280 -0.3 0.8 -1.2 -0.243
N -2.10154 -1.25297 0.61609 -0.6 0.1 1.4 -0.068
C -0.85327 -1.33098 1.44290 0.9 -1.6 -0.4 -0.231
C 0.24889 -2.13857 0.70376 -0.1 0.5 -0.2 -0.269
Ga 2.12552 -1.62272 1.27688 -1.0 -0.7 0.8 0.376
C 2.80841 -3.05006 2.61059 0.6 -0.4 0.3 -0.769
I 1.48040 -4.63207 3.26180 0.2 0.6 -0.4 0.658
C 4.05657 -3.01119 3.09061 -0.5 -0.1 0.0 -0.884
C 5.05826 -1.92937 2.72904 0.0 -0.5 0.5 -0.198
I 4.86548 -4.48684 4.46330 0.0 0.5 -0.3 0.649
S 3.49563 -1.56302 -0.61565 2.2 1.3 -0.5 0.517
C 2.81901 -2.55556 -1.99409 0.2 0.3 0.7 -0.198
O 4.86429 -2.09242 -0.40294 -0.9 -0.6 0.0 -0.460
O 3.58154 -0.13543 -1.02622 -1.0 -0.9 -0.1 -0.471
C -3.03088 -2.19211 1.12620 0.1 -0.6 -0.1 -0.494
C -2.64638 -3.67487 1.14214 0.3 0.7 0.2 0.003
O -4.11448 -1.87716 1.56135 -0.4 0.3 -0.2 0.062
H -2.26918 2.01815 -0.32554 0.0 -0.2 -0.2 0.064
H -0.97644 0.78109 -0.59514 -0.3 0.0 -0.2 0.079
H -1.18712 1.56129 0.95409 0.1 -0.1 -0.3 0.057
H -3.54778 0.04082 -0.07955 0.0 -0.1 0.2 0.100
H -3.12927 0.39315 1.57358 0.3 -0.2 0.0 0.120
H -0.50101 -0.34983 1.76249 -0.3 0.1 -0.4 0.087
H -1.06517 -1.89500 2.36449 0.0 0.4 0.0 0.110
H 0.09198 -3.21009 0.86264 0.1 0.1 0.0 -0.008
H 0.07794 -1.96806 -0.36998 0.2 0.0 0.1 0.042
H 2.18102 -0.25732 2.02732 0.4 -0.1 -0.2 -0.009
H 5.65295 -1.65570 3.60724 -0.1 0.0 -0.1 0.053
H 5.74287 -2.30242 1.96580 -0.1 0.2 -0.1 0.068
H 4.51938 -1.04129 2.38991 0.2 -0.1 -0.2 0.040
H 3.51672 -2.43218 -2.82441 -0.1 0.1 0.1 0.055
H 1.80829 -2.21175 -2.21713 0.1 -0.1 -0.1 0.040
H 2.83107 -3.58743 -1.63226 -0.1 0.1 -0.1 0.054
H -2.12797 -3.87096 2.08927 0.1 0.0 -0.2 0.077
H -3.56159 -4.26457 1.15885 0.0 0.1 -0.2 0.078
H -1.98734 -3.92576 0.31165 -0.1 -0.1 0.1 0.074
C 3.37796 4.62018 3.20242 0.0 0.3 -0.1 0.070
C 2.86187 3.38729 3.27923 0.4 0.0 0.5 -0.230
C 1.91333 2.86520 2.24625 -0.3 0.0 -0.6 -0.300
O 1.49529 1.73237 2.36908 -0.2 0.4 0.4 0.054
C 1.53868 3.74767 1.14511 0.0 -0.2 0.1 0.090
C 2.05324 4.97807 1.07200 -0.3 -0.1 -0.4 -0.237
C 3.01919 5.49211 2.09277 0.3 -0.2 0.5 -0.322
O 3.46390 6.61959 1.95753 -0.2 0.1 -0.2 0.090
O 1.74221 5.83104 0.08643 0.2 0.0 0.3 0.100
O 3.15646 2.54744 4.27104 -0.3 0.0 -0.4 0.116
H 4.06478 5.00751 3.94152 0.0 0.0 0.0 0.132
H 0.84238 3.36436 0.41213 0.0 0.0 0.0 0.134
H 2.25182 6.63986 0.27241 0.0 0.1 0.0 0.111
H 2.65977 1.72741 4.08064 0.0 -0.1 0.0 0.121
C -4.34007 -0.92551 -5.08199 -0.2 0.1 -0.3 0.072
C -3.65736 -0.72452 -3.94733 0.1 -0.7 0.0 -0.227
C -3.47656 0.64715 -3.37107 -0.1 0.5 -0.1 -0.286
O -2.86106 0.75284 -2.33095 -0.1 -0.2 -0.3 0.103
C -4.04627 1.78071 -4.09276 0.1 -0.1 0.2 0.083
C -4.72422 1.57659 -5.22597 0.0 0.5 0.1 -0.238
C -4.92659 0.20325 -5.78973 0.2 -0.6 0.1 -0.320
O -5.57058 0.08877 -6.81756 -0.1 0.3 -0.1 0.097
O -5.26516 2.57726 -5.92915 0.0 -0.4 0.0 0.103
O -3.10203 -1.72228 -3.26160 -0.1 0.5 0.0 0.122
H -4.47952 -1.90940 -5.50669 0.0 0.0 0.0 0.134
H -3.89560 2.76675 -3.67633 0.0 0.0 0.0 0.137
H -5.69533 2.15522 -6.69518 0.0 0.0 -0.1 0.114
H -2.67349 -1.31737 -2.48010 0.0 -0.1 0.1 0.119
```
Positions in Å, forces in eV/Å.

Results
Lowest unoccupied orbital energy in eV: 0.0
Frontier orbital gap in eV: 5.73
Charge: -1

Entry 3:
Computed, not measured: a single C5H10 molecule in a non-equilibrium geometry, with wB97M-V/def2-TZVPD.

The geometry in XYZ format:
```
15
Properties=species:S:1:pos:R:3:forces:R:3:lowdin_charge:R:1
C 1.68202 -0.11677 -0.39037 -1.8 2.2 0.6 -0.114
C 0.62053 -0.68289 0.59503 1.7 -2.5 -0.9 -0.244
C -0.69867 -0.20349 0.09653 0.6 2.4 2.0 -0.436
C -0.76121 1.32134 0.12386 0.7 0.9 -1.2 -0.086
C -1.69619 -0.98535 -0.16683 -3.1 -0.7 -2.2 0.018
H 2.68239 -0.40237 -0.16020 0.8 0.3 0.5 0.049
H 1.37735 1.01956 -0.23096 2.2 -2.2 -0.8 0.078
H 1.54028 -0.37208 -1.44610 -0.4 0.0 0.2 0.077
H 0.69692 -1.85171 0.65488 -0.4 2.1 -0.1 0.136
H 0.92032 -0.27252 1.58341 -0.6 -0.3 -0.4 0.114
H -1.73334 1.79111 -0.10371 0.2 -0.5 0.5 0.077
H -0.30654 1.73110 1.06820 -0.6 -0.3 -0.8 0.096
H -0.09236 1.70447 -0.73266 -1.1 -0.4 1.3 0.087
H -1.48713 -2.02282 -0.35378 -0.2 -0.6 0.5 0.051
H -2.74437 -0.65758 -0.53728 2.0 -0.3 0.8 0.097
```
Positions in Å, forces in eV/Å.

Results
Lowest unoccupied orbital energy in eV: 1.1
Frontier orbital gap in eV: 10.49
SMILES: C=C(C)CC
Relative energy (zero: lowest compared OMol25 entry of this formula, charge and spin) in kcal/mol: 38.4